Entry 1:
ORCA calculation (ωB97M-V/def2-TZVPD) on a 2-piece molecular cluster, CH3O4 overall.

Element x y z (Å)
C 0.146 -0.714 -0.471
O -3.183 0.503 0.943
O 0.214 -0.031 0.595
O -2.219 -0.628 -0.652
O -3.150 0.135 -0.240
H -0.005 -1.791 -0.500
H 0.310 -0.030 -1.415
H -0.164 -0.355 1.457

Forces on the atoms, in the same order (eV/Å):
0.15 2.55 -0.40
0.65 -0.68 -1.06
-0.45 -0.22 -0.47
-0.58 0.46 0.61
-0.20 0.13 0.23
-0.14 0.04 0.07
-0.06 -1.78 1.72
0.64 -0.49 -0.70

- Kohn-Sham gap (alpha / beta) (eV) = 9.52 / 9.48
- ΔE to the lowest compared entry with this formula, charge and spin (kJ/mol) = 609.4
- charge = +1
- E (eV) = -9258.506
- lowest unoccupied orbital energy (alpha / beta) (eV) = -7.5 / -7.6

Atom charges from the Mulliken analysis, given in e for atoms 1 to 5: 0.19 -0.14 -0.25 -0.28 0.43

Entry 2:
ORCA calculation (ωB97M-V/def2-TZVPD) on a 2-piece molecular cluster, CH3OP overall.

Element x y z (Å)
C 0.169 0.480 0.334
O -0.996 0.770 -0.449
P -1.061 -0.784 0.180
H 1.033 0.564 -0.213
H 0.273 1.191 1.179
H 0.583 -2.221 -1.031

Forces on the atoms, in the same order (eV/Å):
-0.93 1.94 2.02
-0.51 -1.07 -0.22
1.04 -0.35 -0.91
1.99 -0.62 -1.52
-0.46 -0.82 -0.01
-1.13 0.92 0.62

- Kohn-Sham gap (alpha / beta) (eV) = 7.84 / 9.18
- ΔE to the lowest compared entry with this formula, charge and spin (kJ/mol) = 382.6
- E (eV) = -12417.391
- lowest unoccupied orbital energy (alpha / beta) (eV) = -0.7 / -0.7

Atom charges from the Mulliken analysis, given in e for atoms 1 to 5: -0.21 -0.28 0.10 0.24 0.21

Entry 3:
ORCA calculation (ωB97M-V/def2-TZVPD) on one molecule with the formula CH3OP.

Element x y z (Å)
C -0.688 0.456 -0.056
O 1.821 0.472 0.054
P 0.642 -0.428 0.058
H -0.856 1.439 -0.001
H -1.566 -0.196 -0.172
H 0.647 -1.744 0.117

Forces on the atoms, in the same order (eV/Å):
-2.57 -5.85 -0.29
1.40 -1.81 0.31
1.46 5.88 -0.27
0.01 3.51 0.09
-0.10 0.51 0.15
-0.20 -2.25 0.01

- Kohn-Sham gap (eV) = 9.57
- ΔE to the lowest compared entry with this formula, charge and spin (kJ/mol) = 152.0
- E (eV) = -12419.780
- lowest unoccupied orbital energy (eV) = 0.3

Atom charges from the Mulliken analysis, given in e for atoms 1 to 5: -0.56 -0.59 0.44 0.34 0.23

Entry 4:
ORCA calculation (ωB97M-V/def2-TZVPD) on a 2-piece molecular cluster, CH3OPS2 overall.

Element x y z (Å)
O -3.513 0.502 0.022
P -2.394 -0.031 0.741
S -1.540 -1.407 -0.603
H -1.071 -2.249 0.316
C 2.214 0.692 -0.104
S 1.225 1.979 -0.210
H 3.299 0.826 -0.436
H 1.780 -0.311 0.274

Forces on the atoms, in the same order (eV/Å):
-2.04 1.41 -1.24
1.82 -1.14 1.40
0.01 -0.25 -0.50
0.29 0.01 0.33
-0.32 0.02 -0.06
0.59 -0.90 0.13
-1.52 -0.69 0.64
1.17 1.55 -0.70

- SMILES string = O=PS.C=S
- Kohn-Sham gap (eV) = 8.47
- ΔE to the lowest compared entry with this formula, charge and spin (kJ/mol) = 10.8
- E (eV) = -34091.364
- lowest unoccupied orbital energy (eV) = -0.6

Atom charges from the Mulliken analysis, given in e for atoms 1 to 5: -0.38 0.46 -0.26 0.17 -0.25

Entry 5:
ORCA calculation (ωB97M-V/def2-TZVPD) on a 2-piece molecular cluster, CH3OS overall.

Element x y z (Å)
S 0.127 0.842 -1.866
H 0.870 1.998 -2.386
O -0.364 -1.179 2.633
C -0.036 -0.793 1.544
H 0.857 -1.060 0.991
H -0.623 -0.220 0.930

Forces on the atoms, in the same order (eV/Å):
1.18 1.78 -0.74
-1.18 -1.87 0.87
0.23 -0.17 0.61
0.78 -1.28 0.33
1.02 -0.44 0.33
-2.02 1.98 -1.39

- Kohn-Sham gap (eV) = 6.70
- ΔE to the lowest compared entry with this formula, charge and spin (kJ/mol) = 36.7
- charge = -1
- E (eV) = -13968.256
- lowest unoccupied orbital energy (eV) = 4.0

Atom charges from the Mulliken analysis, given in e for atoms 1 to 5: -0.92 -0.03 -0.48 0.06 0.21

Entry 6:
ORCA calculation (ωB97M-V/def2-TZVPD) on a 2-piece molecular cluster, CH3OS overall.

Element x y z (Å)
S 1.290 -0.152 -1.842
H 0.837 1.045 -2.249
O -1.188 -0.110 2.074
C -0.590 -0.196 1.031
H 0.368 -0.755 0.996
H -0.716 0.168 -0.010

Forces on the atoms, in the same order (eV/Å):
-0.02 0.00 0.03
-0.01 0.03 -0.04
-0.74 0.57 -0.49
1.80 -1.02 -0.04
0.03 -0.11 0.17
-1.05 0.54 0.36

- Kohn-Sham gap (eV) = 6.92
- ΔE to the lowest compared entry with this formula, charge and spin (kJ/mol) = 14.0
- charge = -1
- E (eV) = -13968.491
- lowest unoccupied orbital energy (eV) = 4.1

Atom charges from the Mulliken analysis, given in e for atoms 1 to 5: -0.88 -0.05 -0.50 0.13 0.16

Entry 7:
ORCA calculation (ωB97M-V/def2-TZVPD) on a 2-piece molecular cluster, CH3PS overall.

Element x y z (Å)
C -1.449 0.213 -0.826
P 0.999 -0.777 -0.239
S -2.489 -0.359 0.218
H -1.601 1.010 -1.533
H 0.487 -1.800 0.548
H 1.123 0.121 0.811

Forces on the atoms, in the same order (eV/Å):
1.35 -1.53 2.13
-1.11 0.93 -1.86
0.08 0.35 -0.69
0.33 0.11 -0.46
-0.54 -0.24 0.35
-0.11 0.38 0.53

- Kohn-Sham gap (alpha / beta) (eV) = 7.19 / 7.21
- ΔE to the lowest compared entry with this formula, charge and spin (kJ/mol) = 303.3
- E (eV) = -21205.799
- lowest unoccupied orbital energy (alpha / beta) (eV) = -0.8 / -0.7

Atom charges from the Mulliken analysis, given in e for atoms 1 to 5: -0.27 -0.01 -0.11 0.30 0.05

Entry 8:
ORCA calculation (ωB97M-V/def2-TZVPD) on one molecule with the formula CH3S.

Element x y z (Å)
C -0.089 -0.056 -0.092
S 0.915 0.305 1.340
H -0.877 -0.779 0.096
H -0.509 0.901 -0.426
H 0.560 -0.371 -0.917

Forces on the atoms, in the same order (eV/Å):
0.27 0.29 -0.26
-0.03 -0.06 0.03
0.00 0.01 0.00
-0.12 -0.13 0.08
-0.12 -0.11 0.15

- Kohn-Sham gap (alpha / beta) (eV) = 10.43 / 7.06
- ΔE to the lowest compared entry with this formula, charge and spin (kJ/mol) = 0.0
- 2S+1 = 2
- <S²> = 0.753
- E (eV) = -11919.467
- lowest unoccupied orbital energy (alpha / beta) (eV) = 1.1 / -1.8

Electronic structure analysis, Mulliken charges in units of e: -0.67 -0.10 0.26 0.25 0.26

Repeat the eighth record exactly.
ORCA calculation (ωB97M-V/def2-TZVPD) on one molecule with the formula CH3S.

Element x y z (Å)
C -0.089 -0.056 -0.092
S 0.915 0.305 1.340
H -0.877 -0.779 0.096
H -0.509 0.901 -0.426
H 0.560 -0.371 -0.917

Forces on the atoms, in the same order (eV/Å):
0.27 0.29 -0.26
-0.03 -0.06 0.03
0.00 0.01 0.00
-0.12 -0.13 0.08
-0.12 -0.11 0.15

- Kohn-Sham gap (alpha / beta) (eV) = 10.43 / 7.06
- ΔE to the lowest compared entry with this formula, charge and spin (kJ/mol) = 0.0
- 2S+1 = 2
- <S²> = 0.753
- E (eV) = -11919.467
- lowest unoccupied orbital energy (alpha / beta) (eV) = 1.1 / -1.8

Electronic structure analysis, Mulliken charges in units of e: -0.67 -0.10 0.26 0.25 0.26